The following is a quantum chemistry calculation of one molecule with the formula C4H9N3O2 in a non-equilibrium geometry, from the OMol25 dataset.

Each line ends with the Löwdin charge.
Geometry (Å):
O -0.7731 1.4632 -0.5992  -0.0840
O -0.0691 -1.1286 -0.6788  -0.1382
N -1.9393 1.1937 0.3149  0.0114
N 1.0159 -0.5093 0.0448  -0.0111
N -3.3359 -0.6052 -0.2575  0.1405
C 2.0975 -0.1499 -0.6465  -0.1817
C 3.2302 0.2789 0.3068  -0.1300
C -2.2141 -0.1615 0.1077  -0.4686
C -1.1390 -1.2150 0.2972  -0.1450
H -0.7022 -1.2118 1.3051  0.1174
H -4.0176 0.2074 -0.4483  0.0859
H 2.0818 -0.3972 -1.7454  0.1327
H -0.1206 1.6808 0.1306  0.1045
H -1.9006 -2.0339 0.2146  0.1192
H 2.8144 0.1610 1.4724  0.1267
H 4.0870 -0.5667 0.1984  0.0985
H -2.8245 1.6667 -0.0404  0.1330
H 3.7090 1.3271 0.0235  0.0885

The total energy comes out at -12853.4390 eV. As for the LUMO energy: 0.85 eV. The calculation puts the relative energy (zero: lowest compared OMol25 entry of this formula, charge and spin) at 149.6 kcal per mole. The value obtained for the frontier orbital gap is 0.382 hartree. The strongest force on any atom is 4.21 eV/A. The charge is 0. Its HOMO energy is -9.55 eV.